This record from OMol25 describes a structure of composition C44H47N4O4ReS2. The level of theory is wB97M-V/def2-TZVPD.

XYZ file:
```
102
Properties=species:S:1:pos:R:3
Re -0.474 -0.558 0.393
C 6.484 -3.844 0.237
C 5.324 -2.895 0.213
C 4.029 -3.354 -0.033
C 2.954 -2.485 -0.075
C 3.183 -1.129 0.127
C 4.460 -0.638 0.384
C 5.517 -1.528 0.424
S 1.912 0.092 0.112
O 2.316 1.203 0.970
C 1.691 0.608 -1.578
C 1.840 -0.369 -2.595
C 1.400 -0.090 -3.854
C 0.776 1.148 -4.149
C 0.296 1.426 -5.450
C -0.282 2.630 -5.732
C -0.404 3.610 -4.724
C 0.055 3.375 -3.460
C 0.661 2.135 -3.134
C 1.145 1.848 -1.819
C 1.150 2.969 -0.821
C 2.117 3.994 -0.994
C 3.117 3.916 -2.003
C 4.041 4.908 -2.138
C 4.021 6.034 -1.283
C 3.081 6.139 -0.303
C 2.110 5.126 -0.129
C 1.138 5.229 0.891
C 0.217 4.247 1.079
C 0.232 3.132 0.204
S -0.771 1.803 0.715
O -1.316 1.050 -0.564
C -2.108 2.384 1.654
C -2.057 2.141 3.026
C -3.093 2.612 3.812
C -4.170 3.302 3.246
C -5.269 3.835 4.113
C -4.186 3.517 1.862
C -3.153 3.081 1.053
H 6.177 -4.843 0.543
H 7.265 -3.497 0.910
H 6.921 -3.923 -0.761
H 3.864 -4.415 -0.180
H 1.957 -2.862 -0.250
H 4.614 0.416 0.571
H 6.512 -1.157 0.633
H 2.367 -1.292 -2.385
H 1.548 -0.805 -4.654
H 0.405 0.672 -6.220
H -0.641 2.841 -6.730
H -0.861 4.562 -4.960
H -0.038 4.146 -2.707
H 3.151 3.060 -2.663
H 4.800 4.837 -2.906
H 4.761 6.813 -1.411
H 3.066 6.997 0.357
H 1.137 6.099 1.534
H -0.514 4.322 1.870
H -1.211 1.626 3.469
H -3.064 2.455 4.883
H -5.490 3.158 4.937
H -6.179 4.013 3.546
H -4.959 4.787 4.552
H -5.016 4.051 1.417
H -3.160 3.276 -0.012
C -4.492 -1.174 2.132
C -3.047 -1.046 1.820
N -2.552 -0.888 0.633
O -3.434 -0.898 -0.422
C -1.998 -1.096 2.839
C -2.161 -1.329 4.297
N -0.842 -0.935 2.271
O 0.365 -0.957 2.677
H -5.054 -1.526 1.273
H -4.881 -0.190 2.413
H -4.645 -1.842 2.978
H -3.208 -0.116 -0.955
H -3.052 -0.824 4.668
H -1.287 -0.963 4.834
H -2.262 -2.396 4.514
C -0.018 -4.216 1.703
C -1.426 -4.060 1.147
N -1.516 -4.198 -0.321
C -2.183 -5.443 -0.784
C -1.309 -6.671 -0.591
C -0.953 -3.374 -1.159
C -0.891 -3.715 -2.621
N -0.363 -2.209 -0.785
H -0.067 -4.235 2.792
H 0.644 -3.397 1.424
H 0.430 -5.152 1.373
H -1.867 -3.114 1.436
H -2.065 -4.840 1.556
H -2.481 -5.323 -1.820
H -3.101 -5.526 -0.203
H -0.356 -6.570 -1.112
H -1.823 -7.543 -0.992
H -1.111 -6.862 0.464
H -0.530 -4.730 -2.783
H -0.239 -3.022 -3.149
H -1.885 -3.635 -3.064
H 0.258 -1.928 -1.545
```

* 2S+1: 2
* total charge: +3
* E_tot: -84314.087 eV
* E_HOMO (spin up / spin down): -0.5589 / -0.5589 Ha
* E_LUMO (spin up / spin down): -9.340 / -9.650 eV


This record from OMol25 describes a structure of composition C17H30F15Na5O21S5 in a non-equilibrium geometry. The level of theory is wB97M-V/def2-TZVPD.

XYZ file:
```
93
Properties=species:S:1:pos:R:3
Na -1.541 3.784 -3.069
Na -3.692 -0.765 -4.437
Na -0.707 1.321 -5.228
Na -1.863 3.299 1.169
Na -5.016 1.541 -0.944
C 0.419 -3.272 -4.417
F 0.111 -4.532 -4.188
F 0.941 -2.697 -3.344
F 1.353 -3.209 -5.367
S -1.154 -2.453 -5.027
O -1.219 -2.742 -6.454
O -2.287 -2.985 -4.288
O -0.972 -1.023 -4.760
C -6.177 3.523 2.709
F -5.939 4.812 2.821
F -6.811 3.118 3.790
F -6.964 3.306 1.658
S -4.641 2.442 2.518
O -4.250 2.661 1.104
O -3.603 2.839 3.480
O -5.077 1.064 2.709
C -7.296 -1.771 -3.289
F -6.768 -0.911 -4.213
F -8.414 -1.223 -2.882
F -7.513 -2.926 -3.851
S -6.008 -1.933 -1.923
O -6.517 -2.913 -1.000
O -4.812 -2.387 -2.627
O -5.899 -0.605 -1.332
C -0.596 -0.229 -0.823
F 0.181 -0.899 -1.684
F -1.086 -1.062 0.073
F 0.186 0.697 -0.228
S -1.939 0.679 -1.779
O -2.544 1.601 -0.828
O -1.287 1.397 -2.897
O -2.869 -0.318 -2.233
C 2.165 4.050 3.197
F 2.734 4.171 4.378
F 1.500 5.196 2.923
F 3.099 3.909 2.253
S 0.912 2.653 3.187
O 0.392 2.658 1.829
O 1.702 1.487 3.484
O -0.028 2.973 4.238
C 2.283 0.346 -4.487
O 1.738 1.548 -3.964
C 2.623 2.659 -3.958
C 1.873 3.907 -3.493
O 0.838 3.744 -2.550
C 1.237 3.304 -1.241
H 2.489 0.449 -5.557
H 1.562 -0.456 -4.340
H 3.190 0.001 -3.982
H 3.091 2.917 -4.912
H 3.427 2.412 -3.260
H 1.448 4.445 -4.347
H 2.589 4.639 -3.095
H 1.904 2.444 -1.275
H 0.323 3.031 -0.720
H 1.711 4.147 -0.731
C 5.547 -2.886 0.580
O 4.227 -3.196 0.221
C 3.279 -2.244 0.712
C 3.373 -0.862 0.077
O 4.513 -0.140 0.529
C 4.519 1.139 -0.049
H 6.219 -3.727 0.379
H 5.740 -2.725 1.647
H 5.972 -2.037 0.040
H 3.291 -2.119 1.795
H 2.376 -2.685 0.285
H 2.488 -0.281 0.360
H 3.408 -0.976 -1.014
H 5.427 1.691 0.184
H 3.690 1.713 0.394
H 4.365 1.124 -1.137
C 0.187 -1.929 2.580
O 0.903 -2.448 3.667
C 0.118 -3.310 4.462
C 0.906 -3.677 5.706
O 1.229 -2.486 6.402
C 1.171 -2.656 7.795
H -0.651 -1.320 2.940
H -0.267 -2.718 1.962
H 0.824 -1.300 1.964
H -0.032 -4.198 3.831
H -0.855 -2.901 4.749
H 1.793 -4.280 5.494
H 0.277 -4.296 6.355
H 0.235 -3.115 8.137
H 1.226 -1.702 8.313
H 1.969 -3.316 8.146
```

* 2S+1: 1
* total charge: 0
* E_tot: -178136.676 eV
* E_HOMO: -0.3257 Ha
* E_LUMO: -3.950 eV


This record from OMol25 describes a cluster of 4 separate species, H8O4 in total. The level of theory is wB97M-V/def2-TZVPD.

XYZ file:
```
12
Properties=species:S:1:pos:R:3
O 6.470 17.201 9.759
H 6.333 16.804 8.894
H 7.422 17.177 9.893
O 7.329 22.704 8.193
H 7.002 21.883 7.797
H 6.954 22.697 9.078
O 8.248 17.962 7.147
H 8.528 17.041 7.137
H 7.902 18.132 6.263
O 6.229 20.038 7.698
H 5.365 19.653 7.868
H 6.856 19.307 7.789
```

* 2S+1: 1
* total charge: 0
* E_tot: -8319.869 eV
* E_HOMO: -0.3898 Ha
* E_LUMO: 0.120 eV
* SMILES: O.O.O.O


This record from OMol25 describes a cluster of 7 separate species, C11H36N6O7 in total in a non-equilibrium geometry. The level of theory is wB97M-V/def2-TZVPD.

XYZ file:
```
60
Properties=species:S:1:pos:R:3
N 0.309 -3.752 -2.707
C -0.145 -2.544 -2.273
N -0.119 -1.582 -3.195
O -0.724 -2.505 -1.153
H 0.960 -3.748 -3.484
H 0.205 -4.608 -2.160
H 0.303 -1.696 -4.107
H -0.568 -0.656 -3.040
N 0.437 -4.461 1.182
C 1.564 -4.342 1.990
N 2.482 -3.411 1.605
O 1.732 -4.966 3.009
H 0.152 -3.676 0.640
H -0.317 -4.750 1.794
H 3.171 -3.190 2.279
H 2.426 -2.879 0.762
N -1.745 -0.120 0.472
C -3.115 -0.166 0.740
N -3.856 -0.869 -0.085
O -3.555 0.172 1.829
H -1.111 -0.091 1.257
H -1.261 -0.625 -0.276
H -3.559 -1.108 -1.041
H -4.801 -0.569 -0.210
C -3.123 2.478 4.710
C -2.711 3.173 3.443
O -1.728 2.345 2.792
H -3.743 1.599 4.500
H -3.653 3.246 5.322
H -2.205 2.233 5.253
H -2.092 4.066 3.635
H -3.558 3.380 2.758
H -2.281 1.639 2.460
C 3.229 -0.896 -2.742
C 3.277 -0.765 -1.238
O 2.109 -1.242 -0.595
H 2.461 -0.315 -3.089
H 3.114 -1.977 -2.925
H 4.026 -0.387 -3.276
H 3.459 0.192 -0.907
H 4.097 -1.402 -0.891
H 1.407 -0.599 -0.737
C 2.331 1.605 1.424
C 1.846 2.933 0.906
O 0.457 2.854 0.391
H 1.636 1.331 2.220
H 3.390 1.575 1.740
H 2.248 0.873 0.638
H 2.469 3.179 0.069
H 1.943 3.666 1.682
H -0.032 2.684 1.202
C -1.686 2.192 -2.682
C -0.183 2.115 -2.780
O 0.363 1.214 -1.807
H -2.098 1.181 -2.834
H -2.219 2.896 -3.354
H -1.913 2.625 -1.692
H 0.206 3.143 -2.780
H 0.119 1.753 -3.743
H 0.174 1.553 -0.905
```

* 2S+1: 1
* total charge: 0
* E_tot: -35265.797 eV
* E_HOMO: -0.3452 Ha
* E_LUMO: 0.325 eV
* SMILES: NC(N)=O.NC(N)=O.NC(N)=O.CCO.CCO.CCO.CCO


This record from OMol25 describes a cluster of 7 separate species, C10H37N2O9 in total in a non-equilibrium geometry. The level of theory is wB97M-V/def2-TZVPD.

XYZ file:
```
58
Properties=species:S:1:pos:R:3
N 1.128 -0.145 0.608
H 1.413 0.170 -0.319
H 1.662 0.324 1.355
H 1.317 -1.151 0.685
H 0.134 0.054 0.826
C -1.546 1.267 -2.252
C -2.886 1.158 -1.571
C -3.766 2.413 -1.748
O -4.887 2.219 -0.927
C -5.838 3.253 -1.010
N -3.538 -0.055 -2.077
H -1.539 1.184 -3.345
H -0.886 0.467 -1.908
H -1.057 2.227 -2.058
H -2.650 1.109 -0.503
H -4.066 2.480 -2.805
H -3.228 3.331 -1.477
H -5.414 4.255 -0.901
H -6.549 3.132 -0.192
H -6.414 3.172 -1.937
H -3.605 0.076 -3.082
H -4.481 -0.093 -1.700
O 0.807 -3.045 0.397
H -0.142 -3.205 0.313
H 1.183 -3.908 0.603
O 2.294 1.755 2.475
H 2.448 2.628 2.098
H 2.771 1.763 3.315
C 2.168 0.552 -2.842
C 2.810 1.599 -1.959
O 1.831 2.067 -1.038
O 2.158 -0.688 -2.099
H 2.715 0.445 -3.782
H 1.132 0.687 -3.145
H 3.209 2.404 -2.586
H 3.684 1.117 -1.509
H 2.228 2.783 -0.532
H 3.013 -1.115 -2.222
C 3.773 -2.237 1.380
C 4.800 -3.176 1.964
O 5.629 -2.430 2.861
O 4.298 -0.993 0.915
H 3.056 -1.960 2.160
H 3.261 -2.660 0.520
H 5.454 -3.672 1.238
H 4.334 -3.994 2.525
H 6.236 -3.050 3.274
H 4.622 -0.466 1.650
C -2.692 -1.837 2.419
C -2.523 -0.816 1.310
O -1.532 0.172 1.687
O -1.573 -2.707 2.454
H -3.604 -2.423 2.297
H -2.867 -1.304 3.362
H -3.459 -0.267 1.188
H -2.229 -1.292 0.380
H -1.773 0.613 2.507
H -0.823 -2.189 2.762
```

* 2S+1: 1
* total charge: +1
* E_tot: -32371.028 eV
* E_HOMO: -0.4252 Ha
* E_LUMO: -2.592 eV


This record from OMol25 describes the molecule C2H3IO2S in a non-equilibrium geometry. The level of theory is wB97M-V/def2-TZVPD.

XYZ file:
```
9
Properties=species:S:1:pos:R:3
C -0.250 1.510 0.208
C 0.706 0.730 -0.213
S 0.056 -1.351 -0.457
O 1.117 -2.302 -0.618
O -1.011 -1.484 -1.406
I -0.786 -1.889 1.790
H -0.298 2.670 0.468
H -1.283 1.247 0.480
H 1.748 0.868 -0.252
```

* 2S+1: 1
* total charge: 0
* E_tot: -25150.370 eV
* E_HOMO: -0.3700 Ha
* E_LUMO: -1.470 eV
* SMILES: C=CS(=O)(=O)I


This record from OMol25 describes the ion C5H8N3 with charge +1 in a non-equilibrium geometry. The level of theory is wB97M-V/def2-TZVPD.

XYZ file:
```
16
Properties=species:S:1:pos:R:3
C -1.781 0.066 0.455
C -1.287 -1.099 0.141
N 0.248 -0.778 -0.604
N 1.356 -1.108 0.175
C 2.019 0.055 0.498
N 1.471 1.104 0.060
C 0.281 0.768 -0.627
C -0.976 1.270 0.113
H -2.736 0.188 0.941
H -1.547 -2.133 0.215
H 0.222 -1.237 -1.518
H 1.737 -2.040 0.193
H 2.922 0.050 1.079
H 0.314 1.124 -1.660
H -1.554 1.971 -0.488
H -0.689 1.798 1.027
```

* 2S+1: 1
* total charge: +1
* E_tot: -9775.963 eV
* E_HOMO: -0.5168 Ha
* E_LUMO: -3.225 eV
* SMILES: C1=C[N@@H+]2NC=N[C@@H]2C1


This record from OMol25 describes a cluster of 2 separate species, C4H13NO3 in total in a non-equilibrium geometry. The level of theory is wB97M-V/def2-TZVPD.

XYZ file:
```
21
Properties=species:S:1:pos:R:3
C 0.585 -1.687 -1.607
C -0.281 -0.396 -1.303
O -1.657 -0.644 -1.423
C -0.101 0.174 0.128
N -0.616 1.534 0.346
C -0.555 -0.904 1.108
O 0.274 -1.169 2.291
H 1.162 -1.859 -0.650
H -0.143 -2.524 -1.734
H 1.101 -1.464 -2.532
H -0.089 0.474 -2.145
H -2.179 0.121 -1.309
H 0.957 0.220 0.154
H 0.052 1.954 1.053
H -1.529 1.494 0.660
H -0.683 -1.907 0.551
H -1.484 -0.609 1.617
H 1.143 -1.487 1.962
O 1.896 2.512 0.325
H 1.686 2.932 -0.528
H 2.324 3.211 0.980
```

* 2S+1: 1
* total charge: 0
* E_tot: -11989.632 eV
* E_HOMO: -0.3316 Ha
* E_LUMO: 0.579 eV
* SMILES: C[C@@H](O)[C@@H](N)CO.O